{
  "formula": "C28H81N5O10",
  "method": "the ωB97M-V functional and the def2-TZVPD basis",
  "species": ["C", "O", "C", "C", "C", "N", "H", "H", "H", "H", "H", "H", "H", "H", "H", "H", "H", "C", "O", "C", "C", "C", "N", "H", "H", "H", "H", "H", "H", "H", "H", "H", "H", "H", "C", "O", "C", "C", "C", "N", "H", "H", "H", "H", "H", "H", "H", "H", "H", "H", "H", "C", "O", "C", "C", "C", "N", "H", "H", "H", "H", "H", "H", "H", "H", "H", "H", "H", "C", "O", "C", "C", "C", "N", "H", "H", "H", "H", "H", "H", "H", "H", "H", "H", "H", "C", "C", "O", "H", "H", "H", "H", "H", "H", "C", "C", "O", "H", "H", "H", "H", "H", "H", "C", "C", "O", "H", "H", "H", "H", "H", "H", "C", "O", "H", "H", "H", "H", "C", "O", "H", "H", "H", "H"],
  "xyz": [[1.559448, -0.993618, 3.116613], [0.705696, -0.494378, 4.174725], [1.182501, -0.574608, 5.547792], [0.044074, -0.298752, 6.517649], [-0.717158, -1.593848, 6.867268], [-0.860004, 0.691794, 5.955513], [1.308349, -0.628117, 2.121761], [1.553701, -2.084082, 3.152680], [2.567412, -0.700657, 3.415893], [1.462926, -1.619143, 5.694234], [2.033568, 0.098871, 5.655411], [0.564360, 0.117754, 7.381425], [-1.328344, -1.794998, 5.987910], [-1.203402, -1.511990, 7.838676], [0.000789, -2.405712, 6.988643], [-0.264819, 1.355977, 5.476928], [-1.442488, 0.330270, 5.212278], [-6.494241, 0.921190, -5.219445], [-6.032469, 0.746507, -3.914619], [-5.176911, 1.829694, -3.565801], [-4.878517, 1.555595, -2.026857], [-4.007268, 2.603596, -1.516576], [-4.112290, 0.284453, -1.967611], [-6.977301, -0.011269, -5.508705], [-5.758561, 1.228150, -5.965863], [-7.121238, 1.814882, -5.250977], [-4.274533, 1.897239, -4.173771], [-5.745671, 2.760740, -3.523745], [-5.756119, 1.476222, -1.385541], [-3.126223, 2.748582, -2.142589], [-3.674778, 2.284838, -0.527866], [-4.470966, 3.587547, -1.438236], [-4.686772, -0.435001, -2.384518], [-3.310055, 0.456701, -2.560689], [3.075528, -1.291314, -2.163048], [4.212880, -0.945024, -1.372162], [4.609817, -1.902552, -0.406324], [5.811324, -1.541916, 0.381932], [6.414729, -2.772928, 1.089332], [5.599160, -0.676082, 1.526892], [2.369409, -1.893525, -1.587305], [3.505318, -1.858528, -2.988790], [2.438301, -0.439485, -2.399732], [3.716059, -1.889556, 0.222072], [4.635352, -2.854081, -0.939874], [6.629453, -1.166479, -0.233647], [7.359685, -2.509396, 1.566997], [6.601797, -3.676487, 0.507444], [5.899184, -3.091124, 1.996802], [6.437858, -0.831417, 2.069121], [4.886638, -1.055480, 2.136167], [2.606165, -3.787145, -6.466789], [1.726971, -2.858500, -5.747952], [0.802276, -3.607294, -4.989187], [0.056568, -2.559763, -4.072222], [-0.843570, -3.092905, -3.001398], [-0.665133, -1.649054, -4.971019], [2.110629, -4.637212, -6.936946], [3.467391, -4.078187, -5.866651], [2.836604, -3.168411, -7.334444], [0.123625, -4.175617, -5.626183], [1.336676, -4.223668, -4.263651], [0.779487, -1.888887, -3.605909], [-1.303949, -2.461894, -2.241285], [-0.211622, -3.759511, -2.411603], [-1.634039, -3.705195, -3.437487], [-1.451763, -2.100967, -5.419414], [-0.034525, -1.535534, -5.754578], [-1.237117, 3.986724, 0.581981], [-0.560283, 3.956412, 1.783109], [0.803170, 3.606521, 1.747409], [1.445776, 3.432328, 3.139136], [2.887691, 2.908503, 3.116225], [0.668879, 2.458054, 3.902577], [-2.302011, 4.026506, 0.813961], [-1.173819, 3.186809, -0.157593], [-1.000985, 4.940102, 0.104742], [0.902772, 2.732547, 1.100214], [1.309272, 4.385771, 1.172171], [1.319483, 4.284596, 3.807853], [3.033869, 1.922181, 2.673184], [3.469080, 2.860972, 4.036449], [3.412755, 3.556500, 2.412243], [-0.274196, 2.706266, 3.630880], [0.857879, 1.547280, 3.505787], [-0.661531, 3.227443, -3.358817], [-0.737863, 1.964629, -4.203773], [-1.588843, 0.976722, -3.637256], [-0.335243, 2.878332, -2.378878], [-1.548420, 3.857631, -3.395424], [0.241529, 3.699851, -3.747519], [0.263174, 1.537123, -4.271745], [-1.150019, 2.187907, -5.188985], [-1.194924, 0.144952, -3.919224], [-3.998659, 1.788824, 3.807576], [-3.309345, 1.317822, 2.554573], [-2.229593, 0.541704, 2.945752], [-4.500927, 0.961567, 4.308684], [-4.804132, 2.450265, 3.481867], [-3.407970, 2.448451, 4.442710], [-2.983011, 2.225026, 2.042363], [-4.064777, 0.849597, 1.922195], [-2.125730, -0.217753, 2.366494], [-0.551592, -4.162997, 1.587210], [-1.503014, -3.068029, 2.238695], [-1.229378, -2.889723, 3.602424], [-0.567823, -4.320372, 0.509967], [-1.020113, -4.965645, 2.159196], [0.462394, -4.077577, 1.976699], [-2.579151, -3.200090, 2.124114], [-1.291991, -2.117682, 1.744495], [-0.925225, -2.006332, 3.824972], [-0.353955, 0.184868, -0.548579], [-1.649302, -0.176316, 0.041782], [0.153086, -0.708802, -0.913341], [-0.383013, 0.955991, -1.318060], [0.215022, 0.641052, 0.262113], [-2.354166, -0.027590, -0.595898], [3.496507, 1.850804, -0.672337], [4.699083, 1.896391, 0.132317], [3.151260, 2.884611, -0.732434], [3.490709, 1.652883, -1.744787], [2.707920, 1.309475, -0.148231], [5.139837, 1.047601, 0.037614]],
  "atomic_forces_ev_per_a": [[0.47, -0.21, 2.39], [-0.62, -0.08, -0.81], [0.17, -1.25, -1.71], [-0.30, -0.15, -0.54], [1.18, 0.64, -0.05], [0.05, 0.58, 0.69], [-0.37, 0.25, 0.30], [-0.16, -0.18, -0.30], [0.36, 0.17, -0.55], [0.69, -0.01, 0.13], [0.05, 0.09, 0.08], [-0.34, 0.05, 0.36], [-0.53, -0.36, 0.51], [-0.64, 0.12, -0.42], [-0.01, -0.13, -0.12], [-0.15, 0.55, 0.07], [-0.02, -0.43, -0.02], [-0.52, 0.41, -0.38], [1.05, 0.52, -0.63], [-1.61, -0.64, 3.30], [0.73, -1.31, -2.36], [1.20, 1.46, 1.02], [-0.35, 0.42, 0.75], [-0.24, 0.33, -0.22], [0.79, -0.63, 0.10], [-0.89, -0.26, 0.04], [0.08, -0.10, 0.04], [-0.08, 0.31, -0.78], [-0.36, -0.09, -0.55], [0.12, -0.20, -0.01], [0.18, 0.30, 0.13], [-0.24, -0.03, 0.08], [0.14, -0.18, -0.14], [0.19, -0.33, -0.29], [0.73, -0.65, 1.12], [0.40, 1.68, -0.49], [-2.53, 0.27, -0.85], [1.39, -1.89, 1.35], [0.63, -1.34, -0.02], [-0.16, 1.52, -0.16], [0.13, -0.58, 0.15], [-0.80, 0.09, -0.52], [0.76, 0.41, -0.48], [0.14, -0.82, 0.86], [0.59, -0.39, 0.38], [-0.33, 0.42, -0.29], [0.39, 0.25, -0.54], [-0.03, 0.07, -0.30], [-0.91, 0.02, -0.31], [0.13, 0.73, 0.27], [-0.45, -0.07, -0.21], [-0.73, 1.96, -0.75], [0.34, -1.85, -0.51], [-0.06, 1.35, 2.59], [-0.46, 0.86, -1.42], [0.24, -1.67, 0.40], [-0.04, 0.52, -0.32], [-0.40, -0.24, 0.66], [-0.07, 0.02, -0.04], [0.94, -0.16, 0.09], [-0.14, -0.11, 0.09], [0.13, -0.69, -0.30], [0.55, -0.42, 0.00], [0.17, 0.76, -0.54], [-0.13, -0.36, 0.14], [-0.11, -0.07, 0.01], [-0.42, -0.27, 0.34], [0.19, 0.60, -0.18], [-1.05, 1.26, -0.55], [0.14, -0.98, 1.79], [0.85, 0.83, -1.03], [-0.34, -1.49, 1.14], [0.45, 0.98, -1.46], [-0.34, 0.04, -0.36], [-0.03, 0.08, 0.16], [0.81, -0.51, 0.35], [0.05, 0.03, -0.56], [0.23, -0.61, 0.37], [0.41, 0.34, 0.05], [0.51, 0.82, -0.82], [-0.65, -0.21, -0.15], [-0.59, 0.46, 0.31], [0.52, 0.06, 0.13], [-0.63, -0.57, 0.42], [-0.34, -0.34, 0.08], [1.14, -1.13, -0.43], [-0.71, 0.14, -0.02], [0.03, 0.21, 0.46], [-0.58, 0.44, 0.40], [0.20, -0.04, 0.24], [-0.30, 0.78, -0.06], [0.12, 0.12, -0.30], [0.42, 0.14, -0.30], [-0.28, -0.77, -0.27], [-1.25, 0.70, -0.37], [-0.63, 1.30, 0.56], [0.79, -1.03, 0.10], [0.40, 0.05, 0.43], [-0.29, 0.06, -0.07], [0.37, -0.61, 0.22], [0.31, -0.06, -0.39], [0.30, -0.52, -0.15], [0.10, 0.15, -0.37], [-1.82, 0.21, 2.24], [1.47, 1.85, -1.53], [0.06, -1.04, 0.87], [-0.33, 0.19, 0.14], [0.63, -1.11, -0.68], [-0.03, 0.34, -0.16], [0.08, -0.75, -0.28], [-0.11, 0.17, -0.29], [0.20, 0.28, -0.32], [-0.98, 0.00, 1.14], [1.45, 0.38, -0.59], [0.04, -0.01, -0.09], [-0.50, -0.26, -0.21], [0.18, -0.26, 0.12], [-0.42, 0.04, -0.34], [-0.15, 1.70, 0.91], [-0.93, -0.09, -1.59], [-0.07, 0.25, 0.56], [0.95, -0.98, 0.08], [-0.01, -0.39, -0.18], [0.01, -0.21, 0.31]],
  "mulliken_charge": [-1.07, 0.67, -0.91, 0.10, -1.26, -0.76, 0.10, 0.33, 0.44, 0.38, 0.39, 0.43, 0.22, 0.36, 0.35, 0.51, 0.23, -0.81, -0.29, -0.68, 0.04, -0.30, -0.26, 0.26, 0.31, 0.32, 0.34, 0.42, 0.53, -0.33, -0.32, 0.54, 0.30, -0.03, -0.71, -0.34, -0.15, 0.27, -1.65, -0.50, 0.39, 0.43, 0.08, -0.08, 0.44, 0.23, 0.47, 0.38, 0.37, 0.30, 0.16, -0.81, -0.33, -0.81, 1.48, -1.41, -0.64, 0.33, 0.27, 0.30, 0.41, 0.39, -0.62, 0.24, 0.34, 0.40, 0.24, 0.26, -0.90, -0.40, 0.09, 0.15, -1.33, -0.44, 0.29, 0.22, 0.46, -0.28, 0.49, 0.35, 0.19, 0.36, 0.39, 0.15, -0.06, -0.78, -0.55, -0.01, -0.02, 0.26, 0.44, 0.35, 0.37, -0.04, -1.70, 0.55, -0.01, 0.35, 0.49, 0.31, -0.27, 0.34, -0.14, -1.10, 0.55, -0.56, 0.22, 0.38, 0.24, 0.43, -0.56, 0.20, 0.61, -0.07, 0.37, -0.46, -0.52, -0.02, -0.53, -0.60, 0.34, 0.34, 0.11, 0.28],
  "e_homo_ev": -8.2,
  "max_force_ha_per_bohr": 0.073,
  "lumo_energy_ev": 0.36,
  "smiles": "COC[C@H](C)N.COC[C@H](C)N.COC[C@H](C)N.COC[C@H](C)N.COC[C@H](C)N.CCO.CCO.CCO.CO.CO"
}